Formula: C44H66N4O4P2RuSi
Source: the Open Molecules 2025 dataset
Level of theory: ωB97M-V/def2-TZVPD

```
122
Properties=species:S:1:pos:R:3:forces:R:3
Ru 0.29332 0.79014 0.99370 0.608 0.213 0.747
C 3.92591 -2.29432 -0.77300 0.010 -0.031 0.035
Si 2.46899 -1.15639 -0.63237 -0.175 -0.008 0.103
C 2.93009 0.56661 -1.27824 0.098 -0.099 -0.080
C 4.31395 0.72126 -1.43255 -0.122 0.175 -0.012
C 4.89834 1.93158 -1.78651 -0.047 -0.121 0.042
C 4.09741 3.03270 -1.99822 -0.010 0.036 -0.019
C 2.72161 2.91237 -1.86799 0.025 -0.014 0.088
C 2.12585 1.70567 -1.51887 -0.063 0.048 -0.003
P 0.29834 1.60249 -1.37988 0.074 -0.100 -0.163
C -0.31386 3.36215 -1.33176 0.068 0.030 -0.089
C -1.67761 3.47628 -0.62379 -0.002 -0.039 0.148
C -2.87311 3.28049 -1.54877 -0.038 -0.057 0.045
C -2.82834 4.23090 -2.73979 0.019 0.050 0.017
C -1.51260 4.10167 -3.49851 -0.022 -0.069 0.002
C -0.32378 4.28838 -2.56506 0.050 0.094 0.065
C -0.08003 0.71850 -2.96167 0.070 -0.064 -0.029
C -1.55044 0.38075 -3.21292 -0.003 0.105 -0.060
C -1.72632 -0.56513 -4.41788 -0.035 -0.064 0.019
C -0.55565 -0.49687 -5.39878 0.017 -0.027 -0.009
C -0.05262 0.93451 -5.50299 0.006 0.037 -0.006
C 0.60100 1.36954 -4.18559 0.041 0.022 -0.004
C 0.98033 -2.07078 -1.34038 -0.075 0.031 0.135
C 1.26597 -2.71053 -2.54952 -0.140 -0.050 -0.012
C 0.33619 -3.50216 -3.20840 0.049 0.048 0.029
C -0.91996 -3.66300 -2.65669 -0.048 0.030 0.009
C -1.22992 -3.04221 -1.45423 0.048 -0.005 -0.054
C -0.30303 -2.25806 -0.76949 0.060 -0.032 0.011
P -0.74480 -1.58317 0.89469 -0.023 0.150 -0.256
C -0.45317 -3.02364 2.03310 -0.019 0.023 0.015
C 1.01584 -3.43795 2.18436 0.051 0.024 0.042
C 1.09464 -4.76675 2.92886 0.008 0.001 0.022
C 0.52244 -5.91080 2.07876 0.013 -0.029 -0.010
C -0.51566 -5.38810 1.08178 -0.001 -0.015 -0.064
C -1.33457 -4.25585 1.69179 0.030 0.011 0.113
C -2.58589 -1.39497 0.93421 -0.047 -0.016 0.072
C -3.03153 -0.09789 0.21356 0.054 0.083 -0.146
C -3.91143 0.79900 1.08111 0.032 0.096 0.009
C -5.08467 0.03128 1.67972 -0.015 0.046 -0.019
C -4.61872 -1.24352 2.40810 0.000 -0.077 -0.013
C -3.10075 -1.41164 2.38336 0.016 -0.005 0.021
H 4.32159 -2.38416 -1.78168 0.051 -0.010 -0.111
H 3.60610 -3.28506 -0.44655 -0.007 -0.047 0.001
H 4.73607 -1.97585 -0.11823 0.058 0.022 0.056
H 4.97107 -0.11267 -1.25470 0.080 -0.149 0.004
H 5.97156 2.00389 -1.88356 0.063 -0.001 -0.008
H 4.53101 3.98456 -2.27093 0.014 0.043 -0.004
H 2.11546 3.78745 -2.04114 0.027 0.007 0.014
H 0.44692 3.76343 -0.64922 -0.068 -0.013 -0.022
H -1.73315 4.48872 -0.20501 -0.032 0.021 0.000
H -1.74471 2.78875 0.22998 0.032 0.071 -0.129
H -3.79192 3.43419 -0.97924 0.000 0.022 -0.002
H -2.90032 2.24500 -1.89652 -0.026 0.012 0.037
H -2.92629 5.25823 -2.37481 -0.020 0.028 0.002
H -3.67562 4.05405 -3.40333 -0.012 -0.027 -0.018
H -1.45579 4.84164 -4.29871 -0.020 0.029 0.012
H -1.46006 3.12637 -3.98505 -0.012 -0.017 -0.009
H -0.37996 5.30654 -2.15912 0.014 0.004 -0.030
H 0.61075 4.24716 -3.12297 -0.052 -0.050 -0.022
H 0.42588 -0.23469 -2.78024 -0.050 0.032 -0.009
H -2.11314 1.29523 -3.39432 0.036 -0.012 -0.044
H -1.98016 -0.07421 -2.32325 -0.051 -0.040 0.081
H -2.64542 -0.29110 -4.94098 -0.006 -0.009 0.007
H -1.86228 -1.58955 -4.06925 0.023 0.000 0.000
H -0.86107 -0.88016 -6.37264 -0.010 0.002 -0.013
H 0.26135 -1.13947 -5.05615 0.035 -0.024 0.012
H -0.89484 1.59201 -5.73969 -0.033 0.006 -0.006
H 0.66355 1.04790 -6.31732 0.006 0.004 -0.009
H 0.58994 2.45613 -4.11685 0.026 -0.015 -0.008
H 1.65391 1.07956 -4.18798 0.003 -0.016 0.007
H 2.24467 -2.59287 -2.99638 0.107 0.011 -0.046
H 0.59417 -3.98381 -4.14090 0.013 -0.024 -0.044
H -1.66348 -4.27200 -3.15345 -0.017 -0.016 -0.007
H -2.21789 -3.19523 -1.04883 -0.077 -0.006 0.031
H -0.75529 -2.62936 3.00865 -0.039 0.003 -0.035
H 1.55666 -2.66363 2.72663 0.002 -0.027 -0.034
H 1.49571 -3.54017 1.20654 0.005 -0.003 0.021
H 0.53939 -4.67694 3.86691 -0.021 0.010 0.017
H 2.12711 -4.97614 3.20890 0.027 -0.019 0.007
H 0.06896 -6.66351 2.72636 -0.004 0.001 0.011
H 1.32586 -6.41444 1.53820 0.005 -0.002 -0.017
H -1.18094 -6.19342 0.76704 0.005 -0.017 -0.013
H -0.02122 -5.02732 0.17471 -0.011 -0.003 0.026
H -1.80440 -4.61466 2.61252 0.020 -0.018 0.013
H -2.15742 -3.99944 1.02934 -0.067 0.041 -0.044
H -3.05809 -2.23907 0.43146 0.010 -0.058 0.007
H -3.57351 -0.36356 -0.69834 -0.036 0.008 0.007
H -2.16038 0.48131 -0.12862 -0.073 -0.071 0.041
H -4.28251 1.62583 0.47421 -0.001 0.040 -0.012
H -3.30562 1.24496 1.87720 -0.044 -0.052 -0.046
H -5.78308 -0.22899 0.88212 -0.008 -0.007 -0.036
H -5.63442 0.68048 2.36197 -0.005 0.016 -0.003
H -5.06292 -2.12524 1.93882 -0.017 -0.005 0.015
H -4.96670 -1.24499 3.44177 0.018 0.000 0.016
H -2.84942 -2.35241 2.86851 0.007 -0.073 -0.001
H -2.61454 -0.61773 2.95411 -0.019 -0.029 -0.007
C -1.41158 0.86088 5.53170 0.017 -0.035 0.025
O -0.85236 2.03045 4.90882 0.054 0.082 -0.143
C -0.69355 2.03046 3.59731 -0.099 0.108 0.040
O -0.99337 1.08683 2.86320 -0.086 -0.138 0.026
N -0.21143 3.20687 3.14808 0.300 0.167 0.026
N 0.33326 3.21822 1.84209 0.040 0.020 0.171
H -2.39320 1.12761 5.91550 -0.006 -0.040 0.000
H -0.74477 0.59678 6.34799 -0.045 -0.005 0.004
H -1.48373 0.04587 4.81675 0.001 0.015 0.043
H 0.26617 3.77518 3.84359 -0.090 -0.123 -0.168
H 1.36469 3.26522 1.97962 -0.186 -0.007 0.007
H -0.00613 4.05174 1.37095 -0.051 -0.145 0.074
C 4.61797 2.03814 4.72536 0.071 0.117 -0.008
N 3.95197 1.18692 3.75722 0.196 -0.135 0.051
C 4.32455 -0.16331 3.69981 -0.092 -0.024 -0.021
C 3.71777 -0.96623 2.74324 0.201 0.058 0.064
C 2.76376 -0.38674 1.97129 -0.110 0.083 -0.324
O 2.06953 -1.06004 0.98976 -0.055 0.109 -0.202
N 2.30657 0.91322 2.08624 -0.067 -0.378 0.009
C 2.96751 1.72159 2.96603 -0.145 0.014 -0.140
O 2.70400 2.92628 3.07162 -0.248 0.377 -0.017
H 5.65795 1.72621 4.80445 0.020 0.009 0.012
H 4.15121 1.95897 5.70968 -0.018 0.007 -0.001
H 4.57478 3.07158 4.39235 -0.011 -0.076 0.036
H 5.10117 -0.48260 4.37002 0.037 -0.010 0.042
H 4.01435 -1.99415 2.60404 -0.039 -0.052 -0.004
```
Forces are in eV/Å.

Values from the calculation:
- net charge = +1
- lowest unoccupied orbital energy (alpha / beta) (eV) = -1.78 / -3.15
- HOMO level (alpha / beta) (eV) = -7.46 / -10.68
- gap between HOMO and LUMO (alpha / beta) (eV) = 5.6767 / 7.5370
- multiplicity = 6



Formula: C44H67N8OS
Source: the Open Molecules 2025 dataset
Level of theory: ωB97M-V/def2-TZVPD

```
121
Properties=species:S:1:pos:R:3:forces:R:3
C 0.33837 7.13210 4.03612 -0.421 0.629 -0.210
C 0.56758 8.04613 2.81401 0.635 -0.518 0.461
C 2.04854 8.11863 2.39287 -0.415 0.087 -0.632
C 2.42743 7.14353 1.25832 0.654 -0.243 0.748
C 3.33682 6.02141 1.79200 -0.405 0.316 -0.288
C 3.30285 4.75084 0.95705 0.683 0.172 0.178
C 3.97323 3.57659 1.68295 -0.901 -0.323 0.086
C 2.97784 2.50330 2.22006 0.160 0.397 -0.992
S 1.69440 3.36115 3.20658 -0.257 -0.098 0.689
C 2.41862 1.73726 1.01104 0.177 -0.272 0.586
C 1.74302 0.38787 1.30492 -0.910 -0.150 -0.871
C 0.30999 0.59516 1.81047 0.030 0.120 0.000
C 1.59984 -0.34361 -0.04020 -0.203 -0.121 0.419
N 2.56327 -0.46313 2.20111 0.797 0.778 -0.345
O 3.40691 -1.21584 1.58927 -0.288 -0.010 0.161
C 3.09712 0.19140 3.42402 0.352 -0.533 1.242
C 2.03677 0.28535 4.54718 0.099 -0.495 -0.272
C 4.21518 -0.70362 3.99372 -0.206 0.546 0.062
C 3.75500 1.54038 3.11245 -0.330 0.096 -0.468
H 1.20004 7.14926 4.69650 0.130 -0.177 0.090
H -0.50590 7.52059 4.60440 -0.120 -0.173 0.116
H 0.08963 6.11512 3.74658 0.210 -0.201 0.034
H -0.01068 7.64371 1.98818 -0.258 0.293 -0.208
H 0.21977 9.04457 3.05547 -0.172 0.139 -0.054
H 2.66329 7.91947 3.26743 0.196 0.079 0.076
H 2.28055 9.12777 2.06136 -0.014 0.187 0.060
H 2.96463 7.67320 0.47666 -0.120 0.046 -0.290
H 1.53379 6.69652 0.82689 -0.144 0.032 -0.121
H 4.36569 6.38349 1.83792 0.098 0.035 0.095
H 3.03061 5.81656 2.81255 -0.029 -0.248 0.176
H 2.27927 4.52350 0.66872 -0.134 -0.108 -0.029
H 3.86003 4.94900 0.04249 -0.117 -0.013 -0.268
H 4.64264 3.06067 0.99655 0.298 -0.067 0.146
H 4.52142 3.94143 2.54886 0.320 0.110 -0.024
H 0.74643 3.64122 2.29806 0.278 -0.094 -0.202
H 3.26376 1.53196 0.35471 0.165 -0.028 -0.044
H 1.72237 2.34705 0.44034 -0.074 0.119 -0.061
H -0.22825 -0.34564 1.88744 0.059 -0.210 0.201
H 0.24355 1.15784 2.73239 -0.058 -0.074 0.062
H -0.20939 1.17948 1.05327 -0.085 0.141 -0.071
H 1.34619 -1.38560 0.12732 0.083 -0.183 0.041
H 0.75963 0.08602 -0.57897 0.080 0.239 -0.245
H 2.50662 -0.29527 -0.62704 0.099 -0.051 -0.164
H 1.01910 0.25150 4.18028 -0.034 0.290 0.119
H 2.21958 1.15663 5.16474 -0.192 0.219 -0.003
H 2.15434 -0.57961 5.19441 -0.070 -0.178 0.056
H 5.12774 -0.61485 3.41739 0.085 -0.297 -0.174
H 3.88437 -1.73259 4.06742 0.053 -0.165 -0.087
H 4.42346 -0.33730 4.99760 0.066 0.003 0.129
H 4.68870 1.33145 2.58980 0.104 0.005 -0.132
H 4.02952 2.04136 4.03884 0.016 -0.044 0.202
N -1.87495 4.50185 6.38433 -0.008 0.009 -0.026
C -3.15411 4.11953 6.08367 0.044 -0.033 -0.023
C -4.00695 4.86590 6.85205 -0.021 -0.021 -0.029
C -3.21095 5.73435 7.64594 0.020 0.030 0.009
C -1.90133 5.48697 7.33211 0.061 0.001 0.018
H -1.04240 4.11963 5.97359 -0.021 0.011 -0.004
H -3.34649 3.35290 5.35272 -0.017 -0.003 0.011
H -5.08180 4.79721 6.84599 0.000 0.001 -0.001
H -3.55989 6.45749 8.36380 0.000 0.001 -0.002
H -0.98928 5.92464 7.70058 -0.014 0.008 0.012
N -2.08899 0.18338 -2.03135 -0.021 -0.005 -0.008
C -2.79427 0.21602 -3.20352 0.044 0.019 0.009
C -3.41244 -0.99536 -3.35462 0.008 -0.007 -0.034
C -3.06811 -1.78741 -2.22629 0.032 -0.062 0.005
C -2.25184 -1.03167 -1.42719 0.061 -0.002 0.041
H -1.53567 0.93853 -1.66972 -0.025 -0.008 -0.007
H -2.79612 1.09376 -3.82632 -0.016 -0.012 -0.014
H -4.04244 -1.27722 -4.18152 -0.019 0.044 0.000
H -3.38942 -2.79595 -2.02349 -0.090 0.035 0.032
H -1.77669 -1.25258 -0.48620 -0.011 -0.005 0.003
N 6.94383 5.11280 -2.29219 -0.030 0.002 -0.009
C 6.74814 5.90349 -1.19280 -0.009 -0.049 0.039
C 6.65374 7.20100 -1.62029 -0.028 -0.006 0.038
C 6.79541 7.19166 -3.03390 0.000 -0.007 -0.041
C 6.97237 5.88935 -3.41826 0.004 -0.019 0.011
H 7.05196 4.11543 -2.27536 0.006 0.024 -0.003
H 6.69369 5.47667 -0.20539 0.016 0.021 0.009
H 6.50007 8.06123 -0.99038 0.002 0.000 0.000
H 6.77099 8.04355 -3.69241 0.001 0.000 0.001
H 7.11536 5.45098 -4.39088 0.005 0.017 -0.005
N -6.06801 -2.22223 -6.06825 0.011 0.014 0.024
C -5.44113 -1.53599 -7.07292 0.021 -0.022 0.014
C -6.39364 -0.82102 -7.74817 0.034 0.015 -0.003
C -7.64298 -1.08475 -7.12489 -0.030 -0.004 0.021
C -7.40913 -1.95124 -6.09111 0.014 -0.021 0.007
H -5.61329 -2.83326 -5.41523 -0.019 -0.006 -0.027
H -4.37744 -1.61556 -7.21968 -0.005 0.000 -0.019
H -6.21529 -0.17980 -8.59496 -0.001 0.000 0.000
H -8.60281 -0.68354 -7.40365 0.001 0.001 0.000
H -8.07752 -2.39545 -5.37376 -0.012 0.007 -0.010
N -2.41003 -5.47774 -1.44901 0.004 0.011 0.021
C -3.53496 -5.98778 -2.03223 0.010 0.017 -0.008
C -3.61484 -7.31547 -1.70304 -0.001 0.076 0.019
C -2.49509 -7.61802 -0.88542 0.051 -0.026 0.016
C -1.77207 -6.46317 -0.74542 0.022 0.085 -0.033
H -2.09812 -4.52571 -1.52640 0.007 -0.021 -0.016
H -4.17925 -5.36633 -2.63053 -0.002 -0.019 -0.015
H -4.38530 -7.99725 -2.01442 0.033 -0.041 -0.030
H -2.24941 -8.57203 -0.44966 -0.009 0.004 0.010
H -0.86623 -6.25558 -0.20193 -0.086 0.025 0.152
N -6.08169 -9.41382 -3.69814 -0.030 -0.011 -0.013
C -6.35589 -9.29968 -5.03386 0.014 0.020 0.018
C -6.01709 -10.48315 -5.63298 -0.017 0.024 -0.024
C -5.52116 -11.34514 -4.61832 0.010 -0.021 0.028
C -5.57491 -10.65744 -3.43574 0.009 0.028 0.021
H -6.23133 -8.69463 -3.01524 -0.056 -0.025 -0.017
H -6.76588 -8.39131 -5.44077 0.003 -0.008 -0.016
H -6.11379 -10.70681 -6.68207 0.000 -0.001 0.001
H -5.16605 -12.35426 -4.74288 0.000 0.000 0.000
H -5.29756 -10.94423 -2.43577 0.007 -0.014 -0.008
N 1.38230 -7.48905 -1.35250 0.108 0.037 -0.019
C 2.67827 -7.05961 -1.44047 -0.026 0.002 0.019
C 3.49297 -8.15201 -1.30225 0.021 0.035 -0.013
C 2.65391 -9.28492 -1.12730 -0.026 -0.029 0.004
C 1.35788 -8.84285 -1.16503 -0.029 0.009 0.026
H 0.57055 -6.90173 -1.41621 0.006 -0.116 -0.128
H 2.90875 -6.01895 -1.59249 0.019 -0.005 0.007
H 4.56981 -8.14075 -1.32490 -0.001 -0.001 -0.001
H 2.96591 -10.30684 -0.99108 0.000 0.000 -0.003
H 0.42482 -9.37245 -1.07658 0.004 -0.007 -0.012
```
Forces are in eV/Å.

Values from the calculation:
- lowest unoccupied orbital energy (alpha / beta) (eV) = 0.04 / 0.01
- HOMO level (alpha / beta) (eV) = -8.17 / -8.17
- gap between HOMO and LUMO (alpha / beta) (eV) = 8.2080 / 8.1764
- multiplicity = 2



Number 1: molecular weight 906.1 Da. Number 2: molecular weight 756.1 Da.